[1]
{
  "formula": "C33H40N6ReS4SbSe",
  "method": "ωB97M-V/def2-TZVPD",
  "spin_multiplicity": 2,
  "total_charge": 1,
  "homo_energy_ev": [-9.61, -9.56],
  "homo_lumo_gap_ha": [0.1975, 0.2061],
  "species": ["Re", "C", "N", "C", "C", "C", "C", "C", "C", "N", "C", "C", "C", "C", "C", "C", "N", "C", "C", "C", "C", "C", "N", "H", "H", "H", "H", "H", "H", "H", "H", "H", "H", "H", "H", "H", "H", "H", "H", "H", "H", "S", "Sb", "S", "S", "S", "C", "C", "C", "C", "N", "C", "Se", "N", "C", "C", "C", "C", "C", "C", "C", "C", "C", "C", "H", "H", "H", "H", "H", "H", "H", "H", "H", "H", "H", "H", "H", "H", "H", "H", "H", "H", "H", "H", "H", "H"],
  "positions_angstrom": [[-1.818, 0.105, 0.248], [-2.513, -0.508, 3.304], [-2.002, -1.305, 2.174], [-0.786, -2.034, 2.557], [0.262, -1.148, 3.186], [1.060, -1.591, 4.233], [2.041, -0.748, 4.727], [2.174, 0.521, 4.187], [1.335, 0.877, 3.150], [0.417, 0.060, 2.658], [-3.034, -2.230, 1.691], [-4.186, -1.471, 1.076], [-5.435, -2.048, 0.937], [-6.430, -1.363, 0.253], [-6.161, -0.086, -0.212], [-4.896, 0.439, -0.001], [-3.921, -0.247, 0.593], [-2.269, 0.975, 3.144], [-2.470, 1.812, 4.232], [-2.257, 3.171, 4.095], [-1.827, 3.650, 2.867], [-1.662, 2.757, 1.830], [-1.897, 1.450, 1.951], [-2.055, -0.838, 4.246], [-3.596, -0.660, 3.402], [-0.352, -2.462, 1.642], [-1.033, -2.852, 3.247], [0.934, -2.583, 4.635], [2.698, -1.077, 5.518], [2.929, 1.203, 4.542], [1.395, 1.845, 2.671], [-3.393, -2.893, 2.492], [-2.590, -2.850, 0.900], [-5.605, -3.041, 1.326], [-7.389, -1.828, 0.088], [-6.890, 0.490, -0.758], [-4.651, 1.437, -0.344], [-2.800, 1.390, 5.168], [-2.419, 3.836, 4.928], [-1.636, 4.696, 2.706], [-1.337, 3.093, 0.853], [-1.155, 0.304, -4.821], [-2.707, 0.345, -3.154], [-1.906, 1.843, -1.332], [-2.176, -1.434, -1.502], [-4.971, 0.593, -3.307], [3.926, 4.673, -0.971], [3.507, 3.528, -0.058], [3.255, 2.233, -0.827], [1.932, 2.260, -1.596], [1.729, 1.014, -2.287], [1.154, -0.079, -1.765], [0.621, -0.109, 0.075], [1.223, -1.092, -2.642], [0.759, -2.446, -2.467], [1.905, -3.457, -2.397], [2.710, -3.368, -1.101], [1.949, -3.897, 0.108], [1.844, -0.631, -3.784], [2.140, -1.232, -5.001], [2.794, -0.461, -5.940], [3.168, 0.859, -5.682], [2.880, 1.466, -4.480], [2.190, 0.710, -3.544], [4.067, 5.584, -0.396], [3.174, 4.868, -1.731], [4.865, 4.438, -1.468], [2.605, 3.801, 0.493], [4.300, 3.354, 0.670], [3.224, 1.386, -0.134], [4.073, 2.060, -1.528], [1.917, 3.062, -2.332], [1.098, 2.403, -0.901], [0.107, -2.679, -3.314], [0.167, -2.487, -1.551], [2.572, -3.302, -3.246], [1.477, -4.456, -2.492], [2.994, -2.327, -0.921], [3.626, -3.950, -1.220], [1.071, -3.285, 0.306], [2.580, -3.872, 0.993], [1.630, -4.924, -0.055], [1.865, -2.249, -5.220], [3.021, -0.889, -6.903], [3.684, 1.418, -6.446], [3.181, 2.480, -4.272]],
  "forces_ev_per_angstrom": [[0.7970, 0.9886, -1.6376], [-0.1730, 0.3426, 0.1100], [-0.2223, 0.4398, -0.7257], [0.4871, -0.2536, -0.2037], [0.1387, 0.0437, 0.2227], [-0.0408, -0.0751, -0.0898], [-0.0016, 0.0413, -0.0394], [0.0674, -0.0740, 0.0002], [0.0455, 0.0269, 0.1031], [-0.2138, -0.2449, 0.4133], [-0.2027, -0.4016, -0.2772], [-0.3722, -0.5396, 0.2056], [0.3589, 0.0713, 0.0872], [0.1386, 0.3021, -0.0414], [0.0545, -0.2858, 0.3128], [-0.3724, 0.5407, -0.2784], [0.0045, -0.2833, 0.2641], [-0.1642, 0.0125, 0.3812], [0.0559, -0.0860, -0.1763], [0.0347, -0.1417, -0.1830], [0.0107, -0.1203, 0.1123], [0.1058, 0.4890, -0.0753], [-0.2740, -0.0330, 0.0230], [-0.1222, 0.0236, -0.1743], [0.2084, -0.0116, -0.0343], [-0.2025, -0.0696, 0.1928], [-0.0368, 0.0473, -0.0673], [-0.0486, -0.1397, 0.0782], [0.0181, -0.0324, 0.0945], [0.0766, 0.1194, 0.0776], [0.1069, 0.1432, -0.0261], [0.0242, 0.0976, -0.0783], [-0.0253, 0.0530, 0.2098], [-0.0276, -0.0541, 0.0371], [-0.1179, 0.0032, -0.0181], [0.0150, 0.0402, 0.0032], [0.0525, -0.1624, -0.0710], [-0.0043, -0.0405, 0.1288], [-0.0145, 0.1188, 0.1136], [0.0515, 0.1758, -0.0353], [-0.0830, -0.0089, -0.0007], [-0.5592, 0.0446, 0.5846], [-0.1939, -0.2013, -0.4986], [-0.4604, -1.4245, 0.9967], [-0.2294, 0.8130, 0.1931], [0.8856, -0.0492, -0.0674], [-0.0791, -0.0573, 0.2068], [0.1399, -0.1131, -0.2591], [-0.1688, 0.0845, 0.1530], [0.3157, 0.4507, 0.4852], [-0.4268, -0.6486, 0.0971], [-0.3468, -0.1373, -0.0801], [0.5069, -0.3035, 0.1358], [0.1110, 0.6682, 0.3148], [-0.1155, -0.8590, 0.0720], [0.1330, 0.2951, 0.1305], [-0.1368, -0.1111, -0.0383], [0.1141, 0.1231, -0.0889], [0.5092, 0.7810, -0.3097], [-0.0137, 0.0346, 0.0606], [-0.0699, -0.1328, 0.0305], [-0.0022, 0.1101, 0.0108], [-0.0466, 0.0550, 0.0752], [0.0635, -0.7661, -0.5540], [0.0310, 0.1317, -0.0349], [-0.0577, 0.1039, -0.1235], [0.0710, 0.0080, -0.0780], [-0.0557, 0.0211, 0.1337], [-0.0513, -0.0068, 0.0958], [0.0236, 0.0117, -0.0796], [0.0733, -0.0824, -0.0320], [-0.1121, -0.0329, -0.0127], [0.0405, 0.0440, -0.1963], [-0.0831, 0.1207, 0.1559], [0.0282, 0.0960, -0.2483], [0.0001, -0.0801, -0.0755], [-0.0319, -0.0316, -0.0624], [0.1530, 0.0040, -0.0210], [0.0711, 0.1118, -0.0054], [-0.1239, -0.0001, 0.0408], [0.0178, -0.0093, 0.1439], [-0.0617, -0.1171, 0.0107], [-0.0941, -0.1517, -0.0130], [0.0349, -0.0665, -0.0918], [0.0743, 0.0511, -0.0618], [-0.0100, 0.1565, -0.0332]],
  "mulliken_spin": [0.755, 0.001, -0.013, -0.004, 0.009, 0.000, -0.001, 0.001, 0.005, -0.010, -0.002, 0.025, 0.013, -0.001, 0.006, -0.009, -0.005, 0.003, -0.010, 0.008, -0.004, 0.018, -0.026, 0.000, 0.001, -0.002, -0.001, 0.000, 0.000, 0.000, 0.000, -0.001, -0.007, 0.000, 0.000, 0.001, -0.005, 0.000, 0.000, 0.000, 0.003, 0.011, -0.003, 0.070, 0.186, 0.003, 0.000, 0.000, -0.001, -0.005, -0.005, 0.015, -0.036, -0.001, 0.017, 0.003, -0.001, 0.000, 0.008, -0.001, 0.000, -0.001, 0.001, 0.003, 0.000, 0.000, 0.000, 0.000, 0.000, -0.001, 0.000, 0.000, -0.001, 0.006, -0.013, 0.001, -0.001, 0.000, 0.000, -0.001, 0.000, 0.000, 0.000, 0.000, 0.000, 0.000]
}

***

[2]
{
  "formula": "C23H29N3O3",
  "method": "ωB97M-V/def2-TZVPD",
  "smiles": "CCCCn1nc2cc(C(=O)N(CC)c3ccc(OC)cc3)ccc2c1OCC",
  "homo_energy_ev": -7.56,
  "homo_lumo_gap_ha": 0.2999,
  "species": ["C", "C", "C", "C", "N", "N", "C", "C", "C", "C", "O", "N", "C", "C", "C", "C", "C", "C", "O", "C", "C", "C", "C", "C", "C", "C", "O", "C", "C", "H", "H", "H", "H", "H", "H", "H", "H", "H", "H", "H", "H", "H", "H", "H", "H", "H", "H", "H", "H", "H", "H", "H", "H", "H", "H", "H", "H", "H"],
  "positions_angstrom": [[-6.677, -1.681, -2.868], [-6.443, -0.497, -1.939], [-4.991, -0.428, -1.474], [-4.757, 0.763, -0.542], [-3.383, 0.842, -0.128], [-2.529, 1.643, -0.765], [-1.353, 1.456, -0.167], [-0.126, 2.075, -0.448], [0.975, 1.706, 0.282], [2.272, 2.387, 0.005], [2.352, 3.597, -0.101], [3.373, 1.581, -0.074], [4.674, 2.201, -0.263], [5.178, 2.023, -1.691], [3.294, 0.178, -0.202], [4.092, -0.649, 0.577], [4.031, -2.026, 0.451], [3.158, -2.604, -0.463], [3.011, -3.943, -0.667], [3.803, -4.828, 0.087], [2.360, -1.774, -1.252], [2.433, -0.405, -1.131], [0.871, 0.760, 1.332], [-0.314, 0.157, 1.640], [-1.458, 0.481, 0.886], [-2.810, 0.119, 0.854], [-3.606, -0.749, 1.523], [-3.143, -1.249, 2.765], [-3.062, -0.173, 3.841], [-6.047, -1.603, -3.751], [-7.716, -1.715, -3.189], [-6.444, -2.615, -2.362], [-7.097, -0.582, -1.068], [-6.699, 0.429, -2.458], [-4.730, -1.347, -0.945], [-4.331, -0.333, -2.338], [-5.381, 0.666, 0.351], [-4.986, 1.698, -1.056], [-0.057, 2.817, -1.226], [5.388, 1.771, 0.445], [4.546, 3.263, -0.040], [6.145, 2.505, -1.806], [5.281, 0.966, -1.931], [4.478, 2.473, -2.391], [4.765, -0.220, 1.305], [4.666, -2.633, 1.077], [4.871, -4.670, -0.096], [3.526, -5.827, -0.245], [3.601, -4.736, 1.160], [1.693, -2.232, -1.965], [1.820, 0.224, -1.758], [1.751, 0.530, 1.913], [-0.358, -0.551, 2.454], [-2.174, -1.743, 2.632], [-3.884, -2.005, 3.039], [-2.347, 0.596, 3.561], [-4.036, 0.291, 3.978], [-2.750, -0.620, 4.781]],
  "forces_ev_per_angstrom": [[-0.0800, 0.2060, 0.1288], [0.2488, -0.1696, -0.0434], [-0.2360, 0.2398, 0.1134], [-0.4105, -0.2656, -0.3080], [0.4773, -0.3122, 0.7285], [0.1719, 0.6293, -0.6680], [-0.6749, -0.7405, 0.5582], [0.5933, 0.0541, 0.0820], [-0.6795, 0.4207, -0.2848], [0.0309, 0.0840, 0.1076], [-0.1258, 0.1472, -0.1394], [0.1529, 0.1276, 0.1596], [0.2493, 0.3018, -0.1825], [-0.0774, 0.0064, 0.2454], [0.0409, -0.5523, -0.0859], [-0.1927, 0.3016, -0.1427], [0.0092, -0.3870, -0.0353], [-0.0683, 0.1387, -0.0279], [-0.1559, 0.2525, -0.1499], [0.1184, -0.1282, 0.1131], [0.0594, -0.2117, 0.0812], [0.2671, -0.0762, 0.0124], [-0.2272, -0.2724, 0.3754], [0.3551, -0.0553, 0.1983], [-0.2457, 0.1926, -0.3479], [-0.1572, 0.0414, -0.0180], [0.0487, 0.3398, -0.5486], [0.1480, -0.0761, 0.5685], [-0.0513, -0.1506, -0.3841], [0.0538, -0.0413, -0.1159], [-0.0790, -0.0803, -0.0813], [0.0184, -0.1308, 0.0105], [-0.0605, 0.0793, 0.0277], [-0.0623, 0.0681, 0.0445], [0.0579, -0.0402, -0.0207], [0.0694, -0.0226, 0.0014], [0.0443, 0.0832, -0.0853], [0.0329, -0.0540, 0.1383], [0.0511, 0.1302, -0.0828], [-0.0690, 0.0586, -0.0009], [0.0849, -0.2058, 0.0478], [0.1152, 0.0249, -0.0578], [0.0440, -0.0622, -0.0732], [-0.0543, 0.0499, -0.0897], [0.0506, 0.0698, 0.0644], [0.0399, -0.0846, 0.0338], [-0.0383, 0.0052, 0.0197], [0.0551, 0.0506, 0.0597], [0.0193, 0.0082, -0.0376], [-0.0895, -0.0525, -0.0959], [-0.0450, 0.0378, -0.0621], [0.0500, -0.0612, 0.0346], [0.0372, -0.0317, 0.0722], [-0.1248, -0.0098, -0.0295], [0.1744, 0.0540, -0.0380], [0.0621, 0.0694, 0.0487], [-0.0739, 0.0358, 0.0427], [0.0473, -0.0338, 0.1191]],
  "nbo_charge": [-0.598, -0.392, -0.400, -0.211, -0.142, -0.290, 0.098, -0.159, -0.134, 0.678, -0.613, -0.462, -0.212, -0.619, 0.125, -0.210, -0.314, 0.367, -0.509, -0.253, -0.258, -0.204, -0.226, -0.193, -0.173, 0.449, -0.493, -0.056, -0.644, 0.203, 0.209, 0.202, 0.194, 0.197, 0.206, 0.209, 0.212, 0.227, 0.236, 0.186, 0.244, 0.213, 0.208, 0.214, 0.216, 0.218, 0.176, 0.201, 0.174, 0.225, 0.229, 0.220, 0.207, 0.173, 0.194, 0.222, 0.215, 0.219]
}